(1)
The following is a DFT calculation (wB97M-V/def2-TZVPD) of one molecule with the formula C5H8O in a non-equilibrium geometry.

Its total energy is -270.46131 Ha. The calculation puts the energy above the lowest of the compared OMol25 structures with the same formula, charge and spin at 60.6 kcal/mol.

```
! wB97M-V def2-TZVPD RIJCOSX def2/J DEFGRID3
* xyz 0 1
C -0.9627 -1.7290 1.5581
C -0.4121 -1.4968 0.3480
C -0.5100 -0.3207 -0.5937
C 0.2227 0.7667 -0.4330
O 0.8219 0.8844 0.7598
C 0.6681 1.6980 -1.5670
H -1.0159 -2.7421 1.8649
H -1.7330 -1.0757 2.0820
H 0.2390 -2.2646 -0.0474
H -1.1388 -0.3955 -1.4494
H 0.7361 -0.1315 1.0269
H 1.3340 2.4562 -1.0575
H 1.1522 1.1486 -2.4686
H -0.1847 2.4204 -1.9041
*
```

=====

(2)
The following is a DFT calculation (wB97M-V/def2-TZVPD) of C5H8O as an isolated structure in a non-equilibrium geometry.

Its total energy is -270.33944 Ha. The calculation puts the energy above the lowest of the compared OMol25 structures with the same formula, charge and spin at 137.1 kcal/mol.

```
! wB97M-V def2-TZVPD RIJCOSX def2/J DEFGRID3
* xyz 0 1
C -1.3069 -0.3061 0.9008
C 0.0317 -0.4592 0.2316
C 0.4132 -0.6078 -1.2295
C 1.2823 0.6206 -0.9334
O 0.4283 0.9546 0.1642
C -0.6733 0.5390 1.9904
H -2.0410 0.1602 0.2258
H -1.7231 -1.1799 1.4107
H 0.6770 -1.0678 0.8910
H -0.4246 -0.3602 -1.8808
H 0.9194 -1.5237 -1.5235
H 1.3686 1.4006 -1.6900
H 2.2669 0.3420 -0.5420
H -1.2185 1.4877 1.9847
*
```

=====

(3)
The following is a DFT calculation (wB97M-V/def2-TZVPD) of one molecule with the formula C5H8O in a non-equilibrium geometry.

Its total energy is -270.43499 Ha. The calculation puts the energy above the lowest of the compared OMol25 structures with the same formula, charge and spin at 77.1 kcal/mol.

```
! wB97M-V def2-TZVPD RIJCOSX def2/J DEFGRID3
* xyz 0 1
C -1.2325 -0.7193 -0.7973
C -0.1475 0.3167 -0.5835
C -0.1863 0.9918 0.8178
C 1.0768 0.2178 1.0858
O 1.1628 -1.3980 0.4601
C 1.2819 -0.2668 -0.2783
H -1.2421 -1.4407 0.0265
H -1.0438 -1.2712 -1.7208
H -2.2227 -0.2514 -0.8591
H -0.0643 1.0405 -1.3883
H -1.0357 0.8238 1.4854
H -0.0185 2.0877 0.7547
H 1.5538 0.0015 2.0142
H 2.1346 -0.1237 -0.9341
*
```

=====

> Among the records above, which one has the lowest energy above the lowest of the compared OMol25 structures with the same formula, charge and spin?

number 1

=====

> energy above the lowest of the compared OMol25 structures with the same formula, charge and spin of number 1 (C5H8O)?

60.6 kcal/mol